Here is CH3BF4FeSe3Te as an isolated structure from the OMol25 dataset. Energies are from the ωB97M-V functional and the def2-TZVPD basis.

Positions of all 14 atoms, in Å:
Fe1 -0.604 -0.097 0.367
Se1 -2.455 0.807 -1.003
Se2 -3.926 -0.864 -0.622
Te1 -0.863 -1.945 2.140
Se3 -1.246 0.387 2.639
F1 2.773 1.542 -0.607
B1 1.786 1.477 0.374
F2 0.498 1.768 -0.210
F3 1.659 0.144 0.859
F4 2.027 2.362 1.422
C1 -0.002 -1.286 -1.142
H1 0.299 -0.524 -1.863
H2 -0.810 -1.902 -1.529
H3 0.863 -1.868 -0.825

Output
total charge: -1
HOMO-LUMO gap (spin up / spin down): 6.420 / 5.572 eV
2S+1: 6
lowest unoccupied orbital energy (spin up / spin down): 1.77 / 0.96 eV